[1]
DFT (ωB97M-V with the def2-TZVPD basis set) results for a molecular structure, C35H39AsBrN3O4RuS.

Summary:
* calculated total energy: -193881.5080 eV
* molecular weight: 853.68 u
* max |F|: 0.0431 hartree/bohr

```
! wB97M-V def2-TZVPD RIJCOSX def2/J DEFGRID3
* xyz 1 2
Ru -0.03 1.00 1.28
C 0.34 2.89 5.33
C 0.78 1.80 4.39
O 0.00 1.22 3.64
N 2.08 1.45 4.49
C 2.65 0.38 3.70
C 3.21 0.86 2.37
C 4.48 0.49 1.95
C 4.97 0.98 0.75
C 4.17 1.85 0.02
C 2.91 2.14 0.50
N 2.42 1.65 1.63
H -0.73 3.04 5.23
H 0.86 3.82 5.10
H 0.57 2.62 6.36
H 2.70 1.99 5.07
H 1.84 -0.32 3.48
H 3.43 -0.12 4.28
H 5.09 -0.17 2.56
H 5.95 0.70 0.40
H 4.52 2.29 -0.90
H 2.26 2.82 -0.04
C -0.41 -3.93 -2.67
C -0.19 -3.16 -3.97
C 1.17 -3.57 -4.55
C -1.33 -3.55 -4.93
C -0.17 -1.65 -3.77
C -0.15 -0.86 -4.93
C -0.14 0.51 -4.88
C -0.13 1.12 -3.64
S -0.16 2.82 -3.29
C -0.15 2.42 -1.59
N -0.10 1.15 -1.31
C -0.12 0.37 -2.45
C -0.15 -1.02 -2.53
C -0.18 3.48 -0.60
C -0.31 4.81 -1.00
C -0.34 5.82 -0.06
C -0.27 5.50 1.29
C -0.15 4.18 1.70
C -0.09 3.16 0.76
H -0.49 -4.99 -2.90
H -1.33 -3.62 -2.18
H 0.43 -3.80 -1.99
H 1.25 -4.65 -4.60
H 1.98 -3.19 -3.92
H 1.32 -3.17 -5.55
H -1.37 -4.64 -5.03
H -1.20 -3.14 -5.92
H -2.28 -3.22 -4.53
H -0.16 -1.34 -5.90
H -0.16 1.10 -5.78
H -0.16 -1.58 -1.61
H -0.38 5.05 -2.05
H -0.41 6.85 -0.37
H -0.29 6.29 2.03
H -0.10 3.95 2.75
C -0.26 -3.31 0.64
As 1.45 -2.39 0.69
C 2.59 -3.48 1.83
C 2.54 -2.03 -0.91
O 1.27 -0.95 1.44
H -1.01 -2.71 0.12
H -0.57 -3.38 1.69
H -0.19 -4.31 0.21
H 2.84 -4.42 1.34
H 2.06 -3.70 2.75
H 3.51 -2.95 2.07
H 2.45 -2.77 -1.70
H 3.57 -1.99 -0.56
H 2.25 -1.04 -1.29
Br -3.59 -2.41 1.86
C -4.73 -0.92 1.61
C -6.10 -1.13 1.66
C -6.95 -0.06 1.47
C -6.44 1.21 1.25
C -5.07 1.41 1.23
C -4.19 0.34 1.40
C -2.72 0.58 1.36
O -1.96 -0.29 0.86
O -2.28 1.65 1.82
H -6.49 -2.12 1.85
H -8.02 -0.21 1.51
H -7.11 2.05 1.10
H -4.65 2.40 1.07
*
```

Löwdin population analysis, charges in e, atoms 1 to 6: Ru 1.36; C 0.02; C -0.51; O -0.03; N 0.09; C -0.11


[2]
DFT (ωB97M-V with the def2-TZVPD basis set) results for a single C4H9NO2 molecule.

Summary:
* calculated total energy: -9876.8519 eV
* molecular weight: 103.12 u
* energy relative to the best compared isomer or geometry (same formula, charge and spin): 309.6 kJ/mol
* max |F|: 0.0119 hartree/bohr
* SMILES: COC/C(C)=N\O

```
! wB97M-V def2-TZVPD RIJCOSX def2/J DEFGRID3
* xyz 0 1
C 2.02 0.25 -0.27
O 1.36 -0.40 0.79
C 0.11 0.19 1.10
C -0.93 -0.14 0.05
C -1.18 -1.59 -0.26
N -1.58 0.71 -0.64
O -1.27 2.03 -0.28
H 3.00 -0.22 -0.36
H 1.49 0.16 -1.23
H 2.16 1.32 -0.05
H 0.21 1.28 1.20
H -0.19 -0.23 2.06
H -1.64 -2.10 0.59
H -0.23 -2.09 -0.47
H -1.84 -1.68 -1.13
H -1.49 2.51 -1.08
*
```

natural (NBO) population analysis, charges in e, atoms 1 to 6: C -0.26; O -0.53; C -0.14; C 0.20; C -0.65; N -0.14


[3]
DFT (ωB97M-V with the def2-TZVPD basis set) results for a molecular structure, C27H39BF6N6PRhS3.

Summary:
* calculated total energy: -99334.2954 eV
* molecular weight: 802.53 u
* energy relative to the best compared isomer or geometry (same formula, charge and spin): 119.6 kJ/mol
* max |F|: 0.0590 hartree/bohr

```
! wB97M-V def2-TZVPD RIJCOSX def2/J DEFGRID3
* xyz 3 2
Rh -3.02 1.57 1.28
C -4.04 -3.26 0.68
C -2.70 -2.65 0.69
C -1.57 -3.38 1.02
C -0.34 -2.71 1.12
N -0.24 -1.42 0.86
N -1.28 -0.69 0.52
B -1.20 0.81 0.33
N -1.43 1.19 -1.19
N -0.61 0.57 -2.00
C -0.65 0.78 -3.31
C -1.55 1.73 -3.84
C -2.41 2.41 -3.01
C -3.41 3.39 -3.49
C -2.34 2.08 -1.62
S -3.43 2.84 -0.51
C 0.26 -0.01 -4.20
C -0.59 -0.88 -5.14
C 1.12 0.95 -5.02
C 1.16 -0.94 -3.37
N 0.06 1.50 0.91
N 1.24 0.95 0.74
C 2.34 1.49 1.22
C 2.27 2.64 2.04
C 1.06 3.28 2.19
C 0.93 4.54 2.95
C -0.07 2.70 1.56
S -1.56 3.52 1.66
C 3.68 0.88 0.87
C 3.80 -0.47 1.59
C 4.87 1.74 1.32
C 3.74 0.69 -0.64
C -2.53 -1.28 0.43
S -3.90 -0.33 0.05
C 0.92 -3.45 1.52
C 1.49 -2.78 2.77
C 0.71 -4.93 1.81
C 1.90 -3.33 0.33
H -4.00 -4.33 0.88
H -4.66 -2.80 1.45
H -4.55 -3.11 -0.27
H -1.65 -4.43 1.24
H -1.56 1.92 -4.90
H -3.32 3.55 -4.56
H -4.42 3.05 -3.27
H -3.28 4.34 -2.97
H -1.22 -0.26 -5.78
H 0.06 -1.46 -5.79
H -1.22 -1.56 -4.58
H 0.51 1.54 -5.71
H 1.67 1.64 -4.39
H 1.83 0.39 -5.62
H 0.57 -1.63 -2.78
H 1.82 -1.51 -4.02
H 1.79 -0.35 -2.70
H 3.15 3.04 2.51
H 1.89 4.87 3.33
H 0.51 5.34 2.33
H 0.25 4.42 3.79
H 3.74 -0.36 2.67
H 3.00 -1.12 1.25
H 4.76 -0.93 1.34
H 4.94 1.80 2.40
H 5.80 1.29 0.97
H 4.82 2.73 0.88
H 2.88 0.11 -0.98
H 3.73 1.65 -1.16
H 4.65 0.18 -0.92
H 0.88 -2.97 3.65
H 2.49 -3.17 2.97
H 1.53 -1.70 2.63
H 0.02 -5.08 2.64
H 0.35 -5.46 0.92
H 1.64 -5.41 2.10
H 1.97 -2.29 0.03
H 2.87 -3.71 0.63
H 1.55 -3.90 -0.52
F -2.56 0.46 2.89
P -4.22 0.86 4.06
F -4.48 -0.66 3.70
F -3.24 0.52 5.22
F -5.47 1.21 4.87
F -3.57 2.33 3.90
F -4.95 1.21 2.57
*
```

Löwdin population analysis, charges in e, atoms 1 to 6: Rh 0.68; C -0.02; C -0.21; C 0.15; C -0.15; N 0.21